Entry from the OMol25 dataset: C28H40N4OPtS as an isolated structure at a distorted geometry (ωB97M-V/def2-TZVPD).

Geometry as XYZ:
```
75
Properties=species:S:1:pos:R:3:forces:R:3:lowdin_charge:R:1
Pt 0.529 -0.078 -1.155 -0.2 0.0 -0.7 1.30
C -1.968 -2.211 0.496 0.1 -0.2 0.0 -0.22
C -2.357 -2.542 -0.950 0.0 0.3 -0.1 -0.17
C -2.266 -1.297 -1.844 -0.2 -0.2 0.1 -0.22
N -0.922 -0.954 -2.246 0.2 -0.1 0.3 -0.15
C -0.558 -1.032 -3.544 -0.3 -0.5 -0.5 -0.24
C -1.173 -1.887 -4.446 0.1 0.4 0.7 -0.04
C -0.885 -2.161 -5.789 -0.2 -0.3 -0.8 -0.13
C 0.161 -1.694 -6.569 0.1 0.2 0.3 -0.12
C 1.110 -0.739 -6.246 0.2 -0.4 -0.9 -0.13
C 1.201 0.039 -5.082 -0.2 0.3 0.8 -0.04
C 0.505 -0.047 -3.887 0.2 0.2 -0.9 -0.24
N 0.687 0.835 -2.881 0.2 0.1 0.0 -0.17
C 1.475 2.023 -3.045 -0.1 0.4 0.2 -0.24
C 1.490 2.794 -1.725 0.2 -0.3 0.0 -0.18
C 2.462 2.195 -0.707 -0.1 0.4 -0.1 -0.24
N 1.992 0.920 -0.221 0.4 -0.5 0.9 -0.14
C 2.595 0.309 0.803 -0.9 0.2 -0.8 -0.23
C 3.799 0.779 1.337 0.9 0.0 0.7 -0.01
C 4.610 0.277 2.356 -0.7 0.2 -0.5 -0.07
C 4.377 -0.780 3.218 0.2 -0.2 0.4 -0.11
C 3.271 -1.614 3.248 -0.3 0.2 -0.7 -0.07
C 2.200 -1.679 2.354 0.6 -0.4 0.9 -0.04
C 1.906 -0.937 1.214 -0.9 0.1 -1.1 -0.22
N 0.904 -1.295 0.378 1.0 0.1 0.9 -0.15
C 0.508 -2.688 0.300 -0.3 -0.6 0.2 -0.23
C -0.799 -3.032 1.029 0.2 0.3 -0.2 -0.18
H -2.832 -2.347 1.152 0.0 0.1 0.0 0.11
H -1.671 -1.160 0.532 -0.2 0.0 0.1 0.05
H -3.378 -2.924 -0.993 0.0 0.0 0.0 0.11
H -1.707 -3.316 -1.360 0.0 -0.1 -0.1 0.11
H -2.665 -0.441 -1.284 0.0 -0.1 0.0 0.11
H -2.902 -1.426 -2.727 0.2 0.1 0.1 0.11
H -1.970 -2.500 -4.043 0.0 0.0 0.1 0.10
H -1.542 -2.882 -6.256 0.0 -0.1 0.0 0.08
H 0.248 -2.127 -7.559 0.0 0.0 -0.1 0.10
H 1.854 -0.531 -7.006 0.0 0.0 0.0 0.08
H 1.961 0.810 -5.126 0.0 0.0 0.1 0.09
H 1.021 2.645 -3.829 0.1 -0.1 0.0 0.13
H 2.509 1.800 -3.351 -0.1 0.0 0.0 0.12
H 0.484 2.769 -1.295 0.0 0.2 -0.1 0.10
H 1.776 3.829 -1.912 0.0 0.0 0.0 0.11
H 2.549 2.900 0.134 0.1 -0.1 -0.1 0.12
H 3.455 2.099 -1.177 -0.1 0.0 0.1 0.12
H 4.217 1.644 0.842 0.0 0.0 -0.1 0.09
H 5.540 0.816 2.500 0.0 0.0 0.0 0.10
H 5.138 -0.971 3.964 0.0 0.0 0.0 0.10
H 3.244 -2.337 4.054 0.0 -0.1 0.0 0.11
H 1.481 -2.451 2.592 -0.1 0.0 0.0 0.09
H 1.313 -3.332 0.678 -0.1 0.1 -0.1 0.12
H 0.371 -2.919 -0.763 0.1 0.0 0.2 0.10
H -0.679 -2.839 2.098 0.0 -0.1 0.1 0.09
H -0.994 -4.100 0.900 0.0 0.0 0.1 0.12
C -3.656 3.089 0.982 -0.1 -0.1 0.2 -0.10
C -3.097 3.251 2.390 0.1 -0.2 -0.2 -0.29
C -1.581 3.129 2.436 0.2 -0.6 0.2 -0.32
S -0.781 1.499 1.977 -1.0 0.4 1.0 0.92
O -1.179 1.209 0.586 -0.3 0.1 -0.7 -0.60
C -1.837 0.371 2.999 0.4 0.5 0.0 -0.32
C -1.441 0.395 4.463 0.1 -0.1 0.0 -0.29
C -0.080 -0.260 4.668 -0.1 0.1 0.1 -0.11
H -4.742 3.123 1.007 -0.1 0.0 -0.1 0.07
H -3.343 2.148 0.540 0.0 0.0 -0.1 0.05
H -3.304 3.894 0.342 0.1 0.1 -0.1 0.08
H -3.561 2.529 3.065 0.0 0.0 0.0 0.09
H -3.367 4.242 2.771 0.1 -0.1 0.1 0.11
H -1.206 3.345 3.438 0.1 0.1 0.0 0.08
H -1.129 3.832 1.734 0.2 0.0 0.0 0.09
H -1.655 -0.616 2.584 0.1 0.0 -0.2 0.06
H -2.882 0.621 2.837 0.0 0.1 -0.2 0.09
H -2.197 -0.145 5.039 0.0 0.1 0.0 0.11
H -1.416 1.420 4.836 -0.1 0.1 0.1 0.10
H -0.121 -1.311 4.392 0.0 -0.1 -0.1 0.07
H 0.228 -0.199 5.709 0.1 0.0 0.1 0.08
H 0.671 0.219 4.043 0.1 0.0 0.1 0.05
```
Positions in Å, forces in eV/Å.

The calculation puts the HOMO-LUMO gap (alpha / beta) at 4.57 / 5.63 eV. For the LUMO energy (alpha / beta), the calculation gives 0.0019 / -0.0450 Eh. Its spin multiplicity is 3. The calculation puts the HOMO energy (alpha / beta) at -4.52 / -6.86 eV.

---

Entry from the OMol25 dataset: C28H41AgN6O5PS as an isolated structure (ωB97M-V/def2-TZVPD).

Geometry as XYZ:
```
83
Properties=species:S:1:pos:R:3:forces:R:3:nbo_charge:R:1
Ag 0.456 1.114 -0.369 0.1 -0.1 0.2 0.80
O 0.863 1.229 2.080 0.0 -0.1 0.0 -0.82
C -0.107 1.517 2.857 0.0 0.1 0.0 0.39
C 0.073 2.471 3.910 0.1 0.0 -0.1 -0.27
C -0.918 2.807 4.798 0.0 0.1 0.1 -0.22
C -2.180 2.209 4.730 0.0 0.0 0.0 -0.34
C -2.395 1.282 3.730 -0.1 0.0 0.0 -0.16
C -1.426 0.939 2.781 0.0 0.1 0.1 -0.25
C -1.838 -0.030 1.780 0.1 -0.2 -0.2 0.08
N -1.219 -0.278 0.690 -0.2 0.1 0.1 -0.35
N -1.682 -1.359 -0.041 0.0 0.0 0.0 -0.51
C -1.394 -1.252 -1.322 0.0 -0.1 0.2 0.54
O -0.946 -0.243 -1.934 0.1 -0.1 -0.2 -0.82
C -1.622 -2.520 -2.108 0.0 0.0 0.0 -0.01
C -2.160 -3.666 -1.525 0.0 0.0 0.0 -0.20
C -2.297 -4.831 -2.261 0.0 0.0 0.0 -0.23
C -1.893 -4.871 -3.591 0.0 -0.1 0.0 -0.24
C -1.360 -3.733 -4.178 0.0 -0.1 -0.1 -0.22
C -1.230 -2.565 -3.442 0.0 0.1 0.1 -0.23
H 1.052 2.934 3.965 0.0 0.0 0.0 0.19
H -0.710 3.543 5.569 0.0 0.0 0.0 0.19
H -2.960 2.460 5.437 0.0 0.0 0.0 0.19
H -3.368 0.803 3.649 0.0 0.0 0.0 0.19
H -2.750 -0.598 2.005 0.0 0.0 0.0 0.15
H -2.455 -3.622 -0.486 0.0 0.0 0.0 0.24
H -2.715 -5.715 -1.794 0.0 0.0 0.0 0.20
H -1.996 -5.785 -4.163 0.0 0.0 0.0 0.20
H -1.041 -3.757 -5.214 0.0 0.0 0.0 0.20
H -0.813 -1.666 -3.876 0.0 0.0 0.0 0.23
N 3.944 0.640 -2.725 0.0 0.0 0.0 -0.52
C 4.320 1.863 -2.221 0.1 0.0 0.0 -0.12
C 3.159 2.548 -2.026 0.1 0.0 0.0 -0.09
N 2.089 1.769 -2.381 -0.2 0.0 -0.1 -0.49
C 2.591 0.633 -2.786 0.0 -0.1 0.0 0.18
H 4.527 -0.172 -2.816 0.0 0.0 0.0 0.42
H 5.350 2.117 -2.046 0.0 0.0 0.0 0.21
H 3.018 3.541 -1.631 0.0 0.0 0.0 0.22
H 2.023 -0.237 -3.073 0.0 0.0 0.0 0.23
C 1.025 -3.317 3.080 0.0 0.0 0.0 -0.62
C 0.834 -2.216 2.060 0.0 0.0 0.0 -0.09
O 2.064 -2.103 1.308 0.0 -0.1 0.0 -0.86
P 2.129 -1.134 0.004 -0.1 0.3 0.0 1.67
O 2.214 -2.197 -1.215 0.0 -0.1 -0.1 -0.84
C 2.789 -3.502 -1.079 0.0 0.0 0.0 -0.06
C 1.683 -4.535 -1.008 0.0 0.1 0.0 -0.63
O 3.722 -0.756 0.112 0.0 0.0 0.0 -0.85
C 3.980 0.247 1.118 0.1 0.1 0.0 -0.10
C 4.670 -0.368 2.316 0.0 0.0 0.0 -0.63
H 0.125 -3.418 3.687 0.0 0.0 0.0 0.21
H 1.862 -3.091 3.743 0.0 0.0 0.0 0.20
H 1.222 -4.273 2.592 0.0 0.0 0.0 0.20
H 0.636 -1.252 2.529 0.0 0.0 0.0 0.22
H 0.009 -2.441 1.383 0.0 0.0 0.0 0.20
H 3.427 -3.537 -0.194 0.0 0.0 0.0 0.19
H 3.419 -3.657 -1.960 0.0 0.0 0.0 0.17
H 1.059 -4.351 -0.134 0.0 0.0 0.0 0.22
H 2.095 -5.543 -0.936 0.0 0.0 0.0 0.20
H 1.048 -4.475 -1.891 0.0 0.0 0.0 0.22
H 3.043 0.732 1.420 0.0 0.0 0.0 0.23
H 4.610 1.005 0.645 0.0 0.0 0.0 0.17
H 4.055 -1.162 2.736 0.0 0.0 0.0 0.22
H 4.827 0.390 3.085 0.0 0.0 0.0 0.21
H 5.639 -0.788 2.039 0.0 0.0 0.0 0.19
C -3.337 1.879 -1.789 -0.2 -0.1 0.0 -0.42
N -2.183 2.755 -1.707 -0.1 0.3 0.0 -0.42
C -1.259 2.633 -2.821 0.1 0.0 0.1 -0.42
C -1.830 3.389 -0.575 -0.1 -0.5 0.1 0.33
S -0.232 3.722 -0.201 0.2 0.2 0.0 -0.28
N -2.874 3.682 0.293 0.2 0.3 -0.2 -0.47
C -2.533 4.108 1.641 0.0 0.0 0.1 -0.42
C -3.937 4.506 -0.270 -0.1 -0.1 0.0 -0.40
H -2.986 0.900 -2.120 0.0 0.0 0.0 0.25
H -4.075 2.259 -2.503 0.0 0.0 0.0 0.17
H -3.792 1.780 -0.806 0.0 0.0 0.0 0.23
H -1.854 2.518 -3.729 0.0 0.0 0.0 0.18
H -0.616 1.760 -2.695 0.0 0.1 -0.1 0.26
H -0.645 3.526 -2.885 0.1 0.0 0.0 0.22
H -1.766 3.462 2.061 0.0 0.0 0.0 0.26
H -3.432 4.029 2.253 0.0 0.0 0.0 0.19
H -2.167 5.142 1.661 0.0 0.0 0.0 0.18
H -4.262 4.135 -1.237 0.0 0.0 0.0 0.21
H -3.606 5.546 -0.388 0.0 0.0 0.0 0.18
H -4.793 4.493 0.406 0.0 0.0 0.0 0.20
```
Positions in Å, forces in eV/Å.

The charge is -1. The calculation puts the HOMO-LUMO gap at 6.32 eV. For the LUMO energy, the calculation gives 0.1001 Eh. The energy relative to the best compared isomer or geometry (same formula, charge and spin) is 6.37 kcal per mole. The calculation puts the HOMO energy at -3.59 eV.